[1]
16
Properties=species:S:1:pos:R:3:forces:R:3 method="wB97M-V/def2-TZVPD" orbital_gap_ev=9.56 charge=+1 lumo_ev=-3.77 e_above_lowest_kcal_mol=61.5 energy_ev=-6260.9125 homo_ev=-13.33
H 0.103 0.071 -0.232 0.1 0.1 -0.4
C 1.402 -1.945 -0.525 0.6 0.5 -1.4
H -2.389 0.909 0.827 -0.2 -0.1 0.8
H 1.450 -1.732 0.548 0.5 0.8 -0.1
H -1.676 -0.695 0.619 -0.2 -0.1 0.2
H -0.318 2.913 0.533 -0.1 0.1 0.0
H 1.238 2.175 0.166 -0.1 -0.2 -0.1
H -0.822 1.228 -0.877 -0.6 -0.2 0.1
H -1.079 0.289 1.980 -0.1 0.3 0.1
N 0.426 -1.542 -1.238 -1.6 -0.5 3.1
C 0.275 2.012 0.647 0.2 0.7 -0.3
C -1.497 0.311 0.986 -0.4 0.2 -2.0
H 2.300 -2.353 -1.002 -0.2 -1.2 0.5
N -0.478 0.891 0.018 1.0 -0.3 1.5
H -0.153 -2.203 -1.742 1.0 0.4 -1.8
H 0.427 1.880 1.710 0.0 -0.5 0.1

[2]
16
Properties=species:S:1:pos:R:3:forces:R:3 method="wB97M-V/def2-TZVPD" orbital_gap_ev=7.81 charge=+1 lumo_ev=-6.36 e_above_lowest_kcal_mol=101.6 energy_ev=-6259.1763 homo_ev=-14.17
H -2.864 0.179 0.718 1.0 -0.4 -0.3
C -2.264 -0.071 -0.197 -1.5 -1.0 0.0
H -2.322 -1.150 -0.420 0.1 0.4 0.4
H -2.864 0.415 -0.976 0.5 -0.1 -0.1
H 2.253 0.730 1.050 -0.5 -0.5 0.4
N 1.892 -0.713 -0.426 -1.9 0.5 -3.3
H 2.486 -1.333 0.111 -0.3 -0.7 -0.4
C 0.050 0.152 0.794 -0.1 -0.9 1.2
H 1.444 1.331 -0.326 0.0 -0.2 -0.3
H -1.062 1.440 -0.274 0.9 -0.6 -0.6
C 1.478 0.457 0.326 -0.5 0.8 -0.4
H -0.144 0.632 1.776 -0.2 -0.2 -0.6
H 2.264 -0.424 -1.328 0.9 -0.4 0.4
H 0.509 -1.119 -1.439 1.8 1.1 2.8
N -0.892 0.416 -0.268 0.0 1.8 -0.1
H 0.037 -0.941 0.879 -0.2 0.2 0.8

[3]
16
Properties=species:S:1:pos:R:3:forces:R:3 method="wB97M-V/def2-TZVPD" orbital_gap_ev=11.23 charge=+1 lumo_ev=-3.38 e_above_lowest_kcal_mol=56.0 energy_ev=-6261.1517 homo_ev=-14.61
H 1.450 1.453 1.224 -1.0 0.1 -0.4
N -0.165 -1.168 0.116 -0.8 -2.8 0.2
H -0.626 -3.208 -0.122 -0.5 -0.9 -0.5
H -0.104 2.033 1.355 1.3 -0.8 -2.0
H 1.596 1.541 -1.066 1.5 -0.3 -0.8
H 0.698 -2.514 1.170 -0.2 -1.5 -1.7
H 0.129 2.448 -1.130 -1.3 -0.2 -1.0
H 1.233 3.148 -0.167 1.6 0.9 -0.5
C -1.381 -0.767 -0.567 0.0 2.8 0.7
H 0.260 0.446 0.646 0.4 1.1 -0.8
H -1.209 0.236 -1.007 0.0 -0.3 -0.1
N 0.566 1.530 0.656 -0.6 -2.3 4.9
C 0.967 2.196 -0.552 -1.6 1.1 0.6
C 0.016 -2.467 0.266 1.4 5.2 3.0
H -1.656 -1.367 -1.384 -0.8 -1.2 -0.7
H -2.191 -0.525 0.190 0.7 -0.9 -0.9

[4]
16
Properties=species:S:1:pos:R:3:forces:R:3 method="wB97M-V/def2-TZVPD" orbital_gap_ev="12.33 / 5.08" charge=+2 lumo_ev="-7.19 / -14.45" e_above_lowest_kcal_mol=47.6 multiplicity=2 s_squared=0.753 energy_ev=-6248.3865 homo_ev="-19.53 / -19.53"
H 3.050 -1.266 -0.041 -0.2 -0.1 -0.5
N -1.475 0.369 0.008 -0.2 -0.1 -0.2
H -4.137 -1.062 1.020 -0.4 0.3 -0.1
H -1.581 0.532 -0.985 0.0 -0.2 0.0
H -0.589 0.553 0.438 -0.1 0.4 0.1
N -3.588 -0.565 0.328 -0.1 -0.2 0.4
H -2.346 -0.033 1.832 0.5 -0.7 -0.1
H 1.558 -0.787 0.678 0.3 -0.2 0.4
H 2.961 0.291 1.047 -0.5 0.4 0.0
H -4.003 -0.430 -0.588 0.4 -0.2 -0.1
H 2.777 -0.025 -1.917 -0.2 -0.1 0.1
C -2.437 -0.134 0.752 -0.5 0.8 0.0
C 2.542 0.524 -1.010 1.8 0.2 0.0
C 2.496 -0.365 0.293 -0.4 -0.1 -0.4
H 1.534 1.026 -0.949 0.0 -0.2 0.6
H 3.238 1.372 -0.907 -0.3 0.1 -0.4

[5]
17
Properties=species:S:1:pos:R:3:forces:R:3 method="wB97M-V/def2-TZVPD" orbital_gap_ev=11.46 charge=+1 lumo_ev=-3.46 e_above_lowest_kcal_mol=118.6 energy_ev=-8306.6512 homo_ev=-14.92
N -0.957 -0.820 1.525 -1.9 -2.1 0.2
O -0.317 -0.688 -0.836 -0.1 -0.8 -2.4
H 2.677 0.753 -1.280 -1.6 -1.0 1.4
N 0.572 0.371 -1.173 -1.5 -1.9 1.7
H -0.877 1.785 -0.937 -1.2 0.3 -1.1
H 2.239 -1.007 -1.074 -1.1 1.8 -0.3
H 0.458 0.240 -2.177 0.5 0.9 -0.2
H -0.269 -0.978 2.207 1.0 0.0 1.7
H -0.143 1.461 0.433 1.1 0.1 1.0
H 2.097 -0.133 0.272 -0.5 1.1 1.9
H -2.743 -1.692 2.547 1.4 -0.4 0.3
C 0.104 1.629 -0.592 -1.7 -1.0 -0.3
H -2.683 -1.165 0.886 -2.0 -0.1 -2.4
H 0.696 2.422 -0.904 1.4 1.4 0.0
H -0.646 -0.868 0.135 1.1 1.7 0.8
C 1.904 0.058 -0.739 4.3 -2.0 -3.6
C -2.110 -1.367 1.706 0.9 2.0 1.1

[6]
17
Properties=species:S:1:pos:R:3:forces:R:3 method="wB97M-V/def2-TZVPD" orbital_gap_ev=10.87 charge=+1 lumo_ev=-3.34 e_above_lowest_kcal_mol=27.9 energy_ev=-8310.5824 homo_ev=-14.21
H 0.441 -2.057 -2.704 1.1 0.0 -0.2
O 0.152 -0.433 0.761 0.2 0.5 -0.3
C -1.168 -0.057 2.726 0.1 1.3 0.6
C 0.488 -0.966 -2.814 -3.1 -3.2 -0.1
H -0.830 -0.992 3.157 -0.3 -0.4 -0.6
H 1.675 0.498 -1.889 -0.1 -0.1 -0.6
H -1.007 2.299 1.789 0.3 0.3 0.1
H 0.380 2.115 0.751 -0.1 0.2 -0.3
N -0.359 1.714 1.293 -0.3 -0.5 0.1
C -0.408 0.379 1.504 0.1 -0.5 0.1
H -0.602 -0.936 -2.665 0.2 1.3 0.8
H 2.089 -0.951 -1.422 -0.5 -0.6 0.4
N 1.264 -0.426 -1.705 0.4 2.5 -1.2
H 0.486 -0.770 -3.869 1.7 1.0 -0.3
H -2.239 0.048 2.546 0.0 -0.6 0.0
H 0.598 -0.152 -0.962 0.3 -1.1 1.4
H -0.961 0.686 3.504 0.0 0.0 0.0

[7]
17
Properties=species:S:1:pos:R:3:forces:R:3 method="wB97M-V/def2-TZVPD" smiles=CC(C)([NH3+])ON orbital_gap_ev=11.39 charge=+1 lumo_ev=-3.55 e_above_lowest_kcal_mol=90.6 energy_ev=-8307.8643 homo_ev=-14.94
O 1.129 0.655 -0.553 0.5 -0.3 1.6
C -1.158 1.322 -0.526 0.6 -0.4 1.6
C -0.104 0.276 -0.090 -1.9 -2.6 -3.0
C -0.487 -1.274 -0.750 1.8 0.2 1.7
N -0.144 0.029 1.395 -2.8 -2.7 0.0
H -1.171 1.337 -1.573 -0.3 -0.3 -1.6
H 2.608 0.356 0.628 1.4 0.1 -0.2
H 0.373 -0.862 1.609 -0.2 1.2 -0.2
H -1.193 -0.230 1.495 2.0 0.5 0.3
N 2.107 -0.300 0.069 -2.8 0.9 -0.4
H -1.294 -1.257 -1.494 0.2 0.3 0.5
H 0.471 -1.724 -1.272 -2.0 1.0 1.3
H -2.199 1.258 -0.120 1.1 -0.3 -0.2
H -0.772 -1.940 0.164 0.4 0.8 -1.9
H -0.707 2.257 -0.282 0.0 1.1 0.5
H 2.492 -0.634 -0.782 1.5 -0.3 -0.3
H 0.048 0.733 2.081 0.5 1.0 0.2

[8]
17
Properties=species:S:1:pos:R:3:forces:R:3 method="wB97M-V/def2-TZVPD" orbital_gap_ev="12.51 / 6.79" charge=+2 lumo_ev="-8.48 / -14.20" e_above_lowest_kcal_mol=41.4 multiplicity=2 s_squared=0.755 energy_ev=-8296.4139 homo_ev="-20.99 / -20.99"
H -0.993 0.681 3.445 0.1 1.0 -1.3
H 1.378 -0.092 -2.495 -1.7 -1.0 -0.1
O 0.100 0.405 0.310 -0.4 -0.7 0.0
C -0.070 0.916 1.430 0.4 2.8 2.8
N 0.636 1.997 1.727 0.0 -3.0 -3.5
H 0.428 0.087 -1.160 -1.1 -1.3 -4.0
H -0.581 -2.127 -1.309 1.2 0.4 -1.2
H 1.123 2.391 0.953 1.0 0.5 -0.4
N 0.381 -0.382 -2.197 2.6 1.8 0.6
H -0.862 -0.695 2.591 -0.3 0.5 -1.0
H -2.068 0.454 1.991 -1.2 0.2 -0.6
H -0.067 -2.288 -3.098 -0.2 0.8 1.2
C -1.084 0.386 2.360 1.1 -2.7 2.7
C 0.213 -1.864 -2.086 0.6 -2.8 -0.6
H 1.209 -2.462 -1.937 -1.7 1.6 0.4
H -0.237 0.005 -2.979 0.6 -0.1 1.9
H 0.494 2.589 2.453 -1.0 1.9 3.2

[9]
19
Properties=species:S:1:pos:R:3:forces:R:3 method="wB97M-V/def2-TZVPD" orbital_gap_ev=9.81 charge=+1 lumo_ev=-3.30 e_above_lowest_kcal_mol=17.9 energy_ev=-21193.9400 homo_ev=-13.11
H 0.385 0.879 1.583 0.4 -0.4 0.4
C 2.036 -0.244 1.174 0.9 0.6 -1.7
H -3.033 0.841 0.311 0.3 0.0 0.0
H 0.569 -0.549 2.572 0.3 1.1 -0.5
H 2.447 -1.262 2.586 0.0 -0.8 2.4
O 2.319 0.275 0.061 -1.0 -1.4 2.5
H -1.501 1.298 -2.397 0.1 -0.3 0.7
O 2.762 -1.264 1.711 -0.5 1.7 -2.6
S -3.025 -0.386 -0.232 0.0 -0.2 -0.4
H 0.674 0.221 -2.580 -0.1 0.7 0.1
H 1.104 0.625 -1.065 0.5 0.7 0.2
H -1.043 1.787 -0.674 0.1 -1.1 -1.4
H 0.790 1.859 -2.249 0.5 0.2 0.0
N 0.517 0.962 -1.872 -0.6 -1.6 -0.3
C -0.941 0.981 -1.494 -0.3 1.3 1.0
N 1.018 0.190 1.994 -0.5 -0.9 -0.3
C -1.345 -0.380 -0.933 0.8 0.1 0.2
H -1.265 -1.130 -1.744 -0.4 0.2 0.5
H -0.611 -0.681 -0.144 -0.5 0.2 -0.6

[10]
19
Properties=species:S:1:pos:R:3:forces:R:3 method="wB97M-V/def2-TZVPD" orbital_gap_ev="3.41 / 7.97" charge=0 lumo_ev="0.29 / 0.28" e_above_lowest_kcal_mol=31.2 multiplicity=2 s_squared=0.756 energy_ev=-12408.0573 homo_ev="-3.12 / -7.69"
H 1.598 0.348 3.354 0.6 1.4 0.5
H -1.056 4.675 -0.657 0.3 -2.6 2.2
H 0.441 -1.595 1.421 -0.5 0.0 -1.8
H -0.416 2.789 -2.087 0.2 -0.5 0.8
N 0.190 -1.728 0.409 1.6 3.3 1.3
H 0.971 0.073 -0.405 -0.5 0.3 -0.6
H -0.537 -3.733 0.429 0.0 -0.2 -0.1
H -1.228 -3.350 -1.889 0.3 1.0 -0.5
C -0.292 -1.282 -1.745 0.3 -1.3 4.2
C -0.439 -2.801 -0.088 -1.1 -2.8 1.4
O -0.977 3.862 0.000 -2.4 1.8 -4.8
N -0.828 -2.571 -1.380 0.1 1.1 -1.0
O 1.453 -0.572 3.293 1.2 -3.8 1.9
O -0.094 2.093 -1.487 0.6 -1.2 -3.0
H -0.581 4.202 0.731 1.8 1.8 3.5
H -0.315 -0.991 -2.708 -0.1 1.3 -2.8
H 2.002 -1.095 4.029 -1.8 2.3 -2.5
H -0.158 2.394 -0.609 -0.5 0.9 1.1
C 0.267 -0.718 -0.612 -0.1 -2.8 -0.1

[11]
19
Properties=species:S:1:pos:R:3:forces:R:3 method="wB97M-V/def2-TZVPD" orbital_gap_ev=10.44 charge=+1 lumo_ev=-3.28 e_above_lowest_kcal_mol=44.9 energy_ev=-12405.1928 homo_ev=-13.72
H 2.367 -0.764 -1.383 -1.5 1.0 0.6
H -0.529 2.961 1.526 1.0 1.3 1.3
H -2.768 0.982 -1.505 0.6 0.7 0.2
O -0.261 -1.584 1.916 5.4 1.1 3.9
O 1.569 -0.155 -1.203 0.8 -0.9 -1.1
C -1.046 2.237 1.014 -1.8 -4.5 -2.8
H -1.704 3.248 -0.728 0.0 1.1 -0.5
H 0.799 -1.789 1.933 -4.3 0.5 -0.6
H -0.671 -1.919 1.184 -0.8 -1.8 -3.1
H 3.690 -2.484 -0.535 0.9 -1.6 3.6
H -2.086 -0.837 0.243 -0.1 1.1 0.4
N -1.586 2.402 -0.239 -0.1 -2.8 2.5
N -1.200 0.884 1.325 0.6 2.1 0.4
H 3.574 -2.797 -1.968 -0.1 1.1 0.6
H -0.736 0.359 2.126 -0.8 0.7 -1.4
H 1.154 -0.107 -2.085 0.2 0.1 0.6
C -2.136 1.178 -0.634 -0.9 0.2 -0.6
C -1.923 0.249 0.320 1.3 0.3 0.3
O 3.494 -2.063 -1.307 -0.5 0.2 -4.2

[12]
18
Properties=species:S:1:pos:R:3:forces:R:3 method="wB97M-V/def2-TZVPD" smiles=CC(C)OP(N)N orbital_gap_ev=9.51 charge=0 lumo_ev=1.07 e_above_lowest_kcal_mol=19.1 energy_ev=-17605.9043 homo_ev=-8.44
H 0.292 0.326 2.114 0.4 1.3 0.3
H 1.604 -0.872 -2.415 -0.3 -0.8 0.7
C -0.796 0.915 0.488 -1.0 -0.4 -0.4
H -0.261 2.429 -1.053 -1.2 -0.5 0.6
C 0.292 1.276 1.517 -0.6 -1.0 -1.8
H -0.063 2.193 1.980 0.8 0.0 0.6
O -0.423 -0.263 -0.142 2.3 -3.0 -0.7
H 1.291 -2.401 -1.816 1.1 -3.0 -0.9
N 1.026 -1.485 -1.813 -0.6 3.2 1.8
H 1.267 1.301 0.907 -1.3 0.6 1.3
H -0.414 -2.786 0.426 -0.7 0.1 -0.2
P 1.081 -1.089 -0.044 -1.7 1.1 -1.8
H 1.087 -3.333 0.661 0.3 0.3 0.2
N 0.503 -2.503 0.712 0.3 -0.2 -0.5
H -1.581 1.316 -1.526 0.1 -0.1 0.6
H -1.782 0.595 0.925 0.8 0.8 0.5
H -1.955 2.522 -0.260 0.5 0.3 -0.5
C -1.168 1.859 -0.661 0.8 1.2 0.2

[13]
18
Properties=species:S:1:pos:R:3:forces:R:3 method="wB97M-V/def2-TZVPD" orbital_gap_ev="9.76 / 6.51" charge=0 lumo_ev="0.74 / -2.53" e_above_lowest_kcal_mol=45.9 multiplicity=2 s_squared=0.753 energy_ev=-19148.6962 homo_ev="-9.02 / -9.05"
C -1.812 0.195 0.200 -0.5 0.2 -1.1
O 3.040 -0.249 -1.938 -1.4 0.1 -0.1
H 1.503 0.990 0.269 -0.1 0.4 0.9
H 2.091 -0.202 0.991 0.5 -1.8 0.6
N -0.712 -0.402 1.021 -2.1 2.7 0.1
H -0.222 1.224 2.068 -1.4 3.6 0.1
H -0.355 -1.127 0.506 1.4 -1.9 -0.8
H 0.293 -0.061 2.912 0.6 0.6 -3.1
H -1.118 -1.427 -0.905 0.5 0.3 -0.9
H -2.583 -1.154 -1.599 -0.2 1.5 -0.2
H 2.116 -0.322 -2.350 1.9 0.5 1.4
H 3.013 0.242 -1.080 -0.4 -0.6 -1.4
C 0.234 0.397 1.725 1.7 -4.3 3.6
H -1.730 1.347 -0.043 -0.1 -2.1 1.0
H -2.841 -0.054 0.663 1.6 0.7 -0.7
C -1.717 -0.566 -1.237 0.7 -0.2 1.0
N 1.601 0.615 1.236 -1.5 1.8 -1.5
S -0.801 0.552 -2.439 -1.0 -1.3 1.1

[14]
18
Properties=species:S:1:pos:R:3:forces:R:3 method="wB97M-V/def2-TZVPD" orbital_gap_ev=8.74 charge=+1 lumo_ev=-4.30 e_above_lowest_kcal_mol=49.3 energy_ev=-19143.6730 homo_ev=-13.04
H -2.182 0.360 1.304 -0.8 1.2 3.1
N 3.747 0.171 0.466 1.7 -1.0 -0.7
H -3.221 -0.497 0.084 -0.1 -0.7 0.9
H -1.672 2.018 -0.722 0.0 -0.8 0.3
H -2.643 0.774 -1.697 0.9 0.8 1.6
H 0.379 -1.987 -0.078 0.0 0.8 -0.1
C -2.359 0.108 0.328 -0.4 -0.2 -2.5
H 2.438 -0.125 -0.369 2.6 0.6 1.0
N -0.612 -1.812 0.103 -2.1 2.1 1.1
S 0.470 0.701 -0.452 -3.0 -2.0 0.9
O 1.576 -0.451 -0.619 -2.9 -1.1 -1.3
H 4.754 0.061 0.385 0.2 -0.7 -0.9
H 3.779 1.113 0.709 -0.8 2.1 1.0
H -1.074 -2.694 0.439 -0.2 1.6 -0.5
C -2.463 1.249 -0.650 -2.2 1.9 -3.2
H -3.403 1.918 -0.640 1.1 -1.4 0.9
C -1.088 -0.517 0.137 6.6 -3.2 -2.6
H 3.573 -0.389 1.269 -0.5 -0.2 1.1

[15]
17
Properties=species:S:1:pos:R:3:forces:R:3 method="wB97M-V/def2-TZVPD" orbital_gap_ev="5.92 / 9.58" charge=0 lumo_ev="0.99 / 0.98" e_above_lowest_kcal_mol=13.1 multiplicity=2 s_squared=0.753 energy_ev=-17102.5643 homo_ev="-4.93 / -8.59"
C 1.000 -0.293 2.346 0.7 -0.2 0.1
H -2.600 -0.267 -2.429 0.1 0.3 0.1
H 0.982 1.687 1.741 -0.2 -0.1 0.2
H 1.591 -0.956 2.957 -0.1 -0.1 0.0
H 0.679 0.927 -2.781 0.0 0.5 0.4
H -1.095 -0.930 -3.048 0.1 -0.1 0.0
H -1.966 -1.720 -1.714 0.2 -0.1 0.0
H -0.652 -0.231 1.116 -0.2 -0.4 0.9
N 1.580 0.894 1.914 -0.6 1.0 -0.6
N -0.320 -0.559 2.021 0.7 0.0 0.2
C 0.826 0.335 -1.876 0.0 -0.4 -0.8
H -0.920 -0.764 2.798 -0.5 0.1 -0.3
H 1.146 -0.624 -2.294 0.0 -0.2 0.6
S -0.706 0.179 -0.947 0.0 0.3 -0.9
H 1.598 0.722 -1.219 0.0 0.2 -0.1
H 2.547 1.140 1.855 0.2 -0.7 0.2
C -1.673 -0.764 -2.144 -0.5 -0.2 0.0

The records above yield F_max values of 3.5, 3.9, 6.2, 1.9, 6.0, 4.5, 4.4, 4.7, 3.1, 5.6, 6.7, 3.9, 5.9, 7.8, 1.3 eV/A, respectively.